Entry from the Open Molecules 2025 dataset: a 9-piece molecular cluster, C12H41BF4N13O8 overall at a distorted geometry (ωB97M-V with the def2-TZVPD basis set).

Structure (XYZ):
```
79
Properties=species:S:1:pos:R:3:forces:R:3:lowdin_charge:R:1
B 0.859 0.011 0.281 -1.32 0.85 0.67 -1.402
F 1.872 0.404 1.125 0.50 0.55 0.05 0.137
F 0.273 -1.085 0.853 -0.72 -1.39 -0.42 0.131
F -0.157 0.968 0.132 -0.28 1.06 0.63 0.128
F 1.285 -0.220 -0.971 0.90 -1.61 -1.45 0.175
C -2.076 2.819 -2.290 1.06 -0.01 -0.27 -0.079
C -3.283 1.964 -2.115 -0.18 -0.82 1.38 -0.419
C -3.070 0.679 -1.196 0.09 0.87 -2.68 -0.201
O -4.355 0.089 -1.119 0.51 -1.55 2.43 -0.200
C -4.251 -0.899 -0.019 -1.00 1.08 -0.07 -0.058
N -4.254 2.824 -1.470 -0.84 -0.18 0.12 0.030
H -1.532 2.870 -1.348 0.31 -0.32 0.10 0.053
H -2.341 3.862 -2.463 -0.24 -0.11 -0.53 0.080
H -1.430 2.438 -3.081 0.26 0.18 0.12 0.083
H -3.734 1.616 -3.044 0.23 -0.01 -0.18 0.136
H -2.572 0.929 -0.259 -0.46 0.16 0.36 0.100
H -2.457 -0.077 -1.687 0.63 0.15 -0.16 0.114
H -3.515 -1.694 -0.139 0.02 0.08 -0.62 0.072
H -5.239 -1.310 0.187 0.00 -0.12 -0.46 0.086
H -3.973 -0.381 0.899 0.16 0.19 0.01 0.068
H -4.903 2.178 -1.044 -0.60 0.22 0.26 0.059
H -3.799 3.319 -0.716 0.05 0.13 0.23 0.064
C -1.477 -3.016 -1.921 -0.19 -1.07 -0.77 -0.077
C -2.845 -3.044 -2.663 0.50 0.27 0.75 -0.308
O -2.696 -3.792 -3.866 0.11 -0.13 0.27 -0.076
H -1.121 -4.031 -1.743 -0.53 -0.50 -0.10 0.068
H -1.454 -2.623 -0.904 -0.29 0.72 -0.33 0.055
H -0.667 -2.690 -2.573 -0.15 0.88 0.12 0.079
H -3.281 -2.074 -2.902 0.56 0.52 -0.02 0.095
H -3.606 -3.450 -1.996 -0.01 -0.64 0.09 0.100
H -3.516 -3.727 -4.360 -0.02 -0.01 -0.03 0.077
C 2.260 -3.776 -0.629 0.57 -4.22 0.55 -0.778
O 2.923 -4.800 -0.711 1.48 -0.28 -0.43 0.006
N 2.437 -2.649 -1.230 1.55 3.10 -2.14 0.199
N 1.153 -3.783 0.075 -2.12 0.77 1.26 0.173
H 3.275 -2.518 -1.778 -0.44 0.12 0.05 0.125
H 1.760 -1.913 -1.085 0.83 0.07 -0.57 0.071
H 0.853 -4.637 0.523 -0.28 0.59 -0.20 0.133
H 0.674 -2.912 -0.101 -1.30 -0.92 1.26 0.065
C 5.573 0.460 0.116 -1.70 2.65 2.27 -0.785
O 5.892 1.220 1.013 0.56 0.85 1.11 0.013
N 6.445 -0.130 -0.616 3.99 -3.06 -3.32 0.165
N 4.302 0.297 -0.212 -1.53 -0.72 -0.65 0.190
H 7.432 0.055 -0.513 -0.45 0.08 0.40 0.119
H 6.234 -0.866 -1.275 -0.20 0.30 0.15 0.110
H 3.622 0.852 0.288 0.15 -0.49 -0.28 0.095
H 4.067 -0.339 -0.960 -0.50 0.51 0.21 0.089
C -2.099 -1.041 3.348 -0.11 -3.69 -0.71 -0.791
O -1.831 -2.235 3.216 0.13 -0.17 0.36 0.021
N -2.934 -0.573 4.222 -2.80 1.09 3.60 0.166
N -1.726 -0.157 2.490 1.87 2.43 -2.89 0.181
H -3.148 0.414 4.225 -0.20 -0.45 0.30 0.106
H -3.486 -1.229 4.756 0.25 0.36 0.03 0.119
H -1.952 0.823 2.590 0.45 -0.26 -0.34 0.116
H -1.089 -0.549 1.811 -0.06 0.86 -0.11 0.076
C 0.616 3.831 2.369 3.91 1.13 1.67 -0.886
O 0.885 4.838 2.945 0.13 3.83 2.36 0.046
N 1.495 2.908 2.253 3.38 -4.45 -0.26 0.205
N -0.452 3.647 1.738 -6.73 -0.25 -3.25 0.189
H 1.272 2.046 1.776 0.43 0.27 0.24 0.067
H 2.376 2.980 2.740 -0.30 0.01 -0.15 0.137
H -0.907 4.545 1.652 -0.66 -0.46 -0.47 0.127
H -0.523 2.921 1.039 -0.22 0.23 -0.03 0.085
C 1.471 -1.597 4.025 0.18 -1.74 3.05 -0.884
O 1.518 -2.093 5.117 0.20 -1.18 3.24 0.030
N 1.478 -0.352 3.804 -0.19 7.18 0.50 0.191
N 1.439 -2.240 2.949 -0.07 -4.59 -6.00 0.197
H 1.452 0.215 4.640 0.01 0.29 -0.52 0.127
H 1.461 0.035 2.871 0.17 0.12 0.74 0.073
H 1.411 -3.250 2.955 -0.13 0.39 0.00 0.127
H 1.130 -1.739 2.129 0.33 -1.03 0.27 0.061
C 2.328 2.174 -2.962 0.26 -3.73 0.34 -0.686
O 2.872 1.112 -3.376 -0.28 2.25 0.49 -0.027
N 1.582 2.137 -1.844 -0.41 0.03 0.83 0.174
N 2.395 3.353 -3.549 0.53 2.06 -1.61 0.153
H 0.885 2.809 -1.558 0.40 0.04 -0.26 0.092
H 1.540 1.218 -1.426 -0.20 0.72 -0.57 0.032
H 1.784 4.105 -3.264 0.52 -0.11 -0.03 0.105
H 3.171 3.522 -4.173 -0.47 0.04 -0.02 0.113
```
Positions in Å, forces in eV/Å.

orbital gap	8.73	eV
charge	-1
energy above the lowest of the compared OMol25 structures with the same formula, charge and spin	115.9	kcal/mol



Entry from the Open Molecules 2025 dataset: a 3-piece molecular cluster, C4H14O4 overall at a distorted geometry (ωB97M-V with the def2-TZVPD basis set).

Structure (XYZ):
```
22
Properties=species:S:1:pos:R:3:forces:R:3:lowdin_charge:R:1
C 0.807 -0.444 -1.115 0.02 0.93 -0.13 -0.262
O 1.249 -0.188 -2.445 0.28 -0.32 -0.17 -0.074
C -0.716 -0.529 -1.034 1.39 0.00 1.03 -0.133
C -1.198 -0.697 0.398 -0.38 -1.32 0.64 -0.439
C -0.790 -2.055 0.986 0.74 0.36 -0.54 -0.045
O -2.619 -0.555 0.429 -0.30 0.43 0.04 -0.046
H 1.161 0.382 -0.481 -0.10 -0.21 0.20 0.092
H 1.321 -1.348 -0.798 -0.10 -0.15 -0.02 0.119
H 0.729 0.515 -2.843 -0.15 0.01 0.13 0.077
H -0.973 -1.415 -1.604 -0.70 0.25 -0.44 0.124
H -1.089 0.436 -1.369 -0.44 -0.22 -0.56 0.124
H -0.787 0.035 1.092 -0.11 0.49 -0.34 0.114
H -1.330 -2.291 1.893 -0.24 -0.03 0.09 0.080
H 0.273 -2.025 1.245 -0.05 -0.03 0.06 0.080
H -0.885 -2.839 0.234 -0.29 -0.22 0.08 0.082
H -3.073 -1.405 0.411 0.35 -0.01 -0.06 0.086
H -0.249 2.709 2.059 0.11 -0.20 0.07 0.041
H 0.943 2.068 1.333 -0.17 0.12 0.53 -0.014
O 0.322 1.929 2.078 0.00 0.13 -0.40 -0.078
H 1.845 3.080 -0.569 0.26 -0.17 0.10 0.065
H 2.770 1.930 -0.104 0.04 0.07 -0.16 0.054
O 2.288 2.706 0.205 -0.17 0.11 -0.16 -0.045
```
Positions in Å, forces in eV/Å.

SMILES	C[C@H](O)CCO.O.O
orbital gap	10.36	eV
energy above the lowest of the compared OMol25 structures with the same formula, charge and spin	9.8	kcal/mol



Entry from the Open Molecules 2025 dataset: C16H16Cl28I2NO5S2 as an isolated structure at a distorted geometry (ωB97M-V with the def2-TZVPD basis set).

Structure (XYZ):
```
70
Properties=species:S:1:pos:R:3:forces:R:3:lowdin_charge:R:1
C -5.238 2.130 -1.726 0.05 -0.02 0.14 -0.173
O -4.696 0.910 -1.282 -0.09 0.14 -0.33 -0.274
C -3.577 0.494 -2.060 0.18 -0.47 0.41 -0.229
C -3.731 -0.982 -2.387 0.00 0.65 -0.41 -0.175
C -2.743 -1.455 -3.449 -0.12 -0.70 0.66 -0.212
C -1.392 -1.855 -2.857 -0.32 -0.22 -0.90 -0.237
C -0.455 -2.229 -3.992 0.59 1.10 0.29 -0.251
S 1.134 -2.828 -3.392 -0.63 -0.41 0.14 0.469
O 1.589 -3.846 -4.291 0.45 -0.09 -1.17 -0.331
O 0.881 -3.365 -2.077 -0.16 0.35 0.89 -0.410
N 1.974 -1.455 -3.410 0.47 -0.49 0.54 -0.358
S 3.566 -1.620 -3.475 -0.79 0.17 -1.45 0.326
O 4.000 -1.423 -4.818 0.61 0.86 -1.10 -0.376
O 4.114 -2.797 -2.887 0.05 -0.63 1.31 -0.390
C 4.139 -0.169 -2.553 0.04 -0.70 -1.64 -0.858
I 5.390 1.217 -3.543 -0.29 -0.44 -0.08 0.929
C 3.814 0.048 -1.319 -0.21 0.41 2.11 -0.845
C 4.245 1.272 -0.561 -0.72 -0.16 0.09 -0.265
I 2.634 -1.316 -0.190 0.35 0.35 -0.22 1.018
H -6.129 2.302 -1.135 -0.05 0.29 0.19 0.033
H -4.527 2.948 -1.598 0.02 0.18 0.05 0.087
H -5.545 2.092 -2.776 0.08 -0.08 -0.13 0.086
H -2.670 0.638 -1.468 0.12 0.16 0.03 0.117
H -3.468 1.091 -2.966 -0.21 0.07 -0.15 0.121
H -3.614 -1.536 -1.460 -0.04 -0.29 0.05 0.119
H -4.745 -1.131 -2.752 -0.22 -0.01 0.05 0.103
H -2.632 -0.728 -4.251 0.02 0.23 -0.04 0.113
H -3.171 -2.351 -3.898 0.01 -0.07 -0.24 0.112
H -1.515 -2.733 -2.232 -0.06 0.03 0.40 0.110
H -0.980 -1.038 -2.276 0.25 0.04 0.22 0.114
H -0.867 -2.941 -4.697 -0.03 -0.40 0.14 0.101
H -0.227 -1.318 -4.541 0.11 -0.01 -0.29 0.093
H 5.325 1.362 -0.530 0.19 0.02 0.10 0.056
H 3.821 2.132 -1.078 0.21 0.24 -0.06 0.045
H 3.803 1.264 0.427 0.38 0.01 0.25 -0.035
C 7.783 -3.329 -1.515 -0.16 0.09 -0.07 -2.037
Cl 7.473 -4.400 -0.139 0.03 -0.01 0.02 0.510
Cl 9.438 -2.693 -1.397 0.04 -0.02 0.02 0.492
Cl 7.612 -4.239 -3.016 0.02 0.00 0.03 0.544
Cl 6.633 -2.004 -1.500 0.21 0.01 0.14 0.584
C -5.685 0.880 2.549 0.10 -0.06 -0.10 -2.051
Cl -6.116 0.479 4.218 -0.01 0.02 0.01 0.514
Cl -6.640 2.271 2.015 -0.02 0.01 0.00 0.521
Cl -3.967 1.279 2.464 -0.03 0.02 0.00 0.531
Cl -6.024 -0.495 1.502 0.01 -0.03 0.10 0.529
C 0.467 3.465 0.569 0.07 -0.12 0.03 -2.027
Cl 1.578 4.725 0.007 0.00 0.00 0.01 0.526
Cl -1.014 3.513 -0.396 0.02 0.00 0.02 0.528
Cl 1.236 1.886 0.410 -0.35 0.04 -0.06 0.523
Cl 0.085 3.741 2.271 -0.34 0.01 -0.05 0.493
C 2.840 4.658 5.299 0.06 -0.10 -0.07 -2.044
Cl 1.421 3.798 5.913 -0.02 0.00 0.00 0.517
Cl 4.283 4.064 6.122 0.04 0.31 0.13 0.505
Cl 3.007 4.352 3.575 0.22 0.17 0.03 0.495
Cl 2.649 6.393 5.587 0.00 -0.03 0.01 0.524
C 4.482 0.399 4.145 -0.05 -0.08 -0.04 -2.025
Cl 4.198 0.798 5.846 0.23 -0.07 -0.10 0.465
Cl 4.828 -1.326 3.996 0.00 0.04 0.00 0.533
Cl 3.043 0.791 3.201 0.02 -0.03 0.11 0.487
Cl 5.858 1.332 3.541 -0.03 0.02 0.00 0.529
C 1.728 -2.022 7.958 -0.01 0.00 -0.09 -2.055
Cl 2.948 -3.278 7.723 -0.01 0.02 0.01 0.523
Cl 0.165 -2.775 8.304 0.02 0.00 0.02 0.518
Cl 2.198 -0.994 9.320 0.00 0.00 0.01 0.512
Cl 1.607 -1.041 6.500 -0.23 -0.16 0.07 0.506
C -9.321 -0.202 -1.514 0.12 0.00 -0.02 -2.039
Cl -9.697 -1.305 -0.184 -0.01 0.01 0.00 0.518
Cl -7.586 0.094 -1.560 -0.14 -0.18 -0.03 0.583
Cl -9.843 -0.925 -3.042 -0.02 0.00 0.01 0.519
Cl -10.176 1.328 -1.268 -0.02 0.00 0.00 0.516
```
Positions in Å, forces in eV/Å.

orbital gap	7.15	eV
charge	-1



no.,electronic energy (eV)
1,-60418.112
2,-12564.602
3,-417076.466